# 1
Entry from OMol25: a single C4H9ClO2 molecule at a distorted geometry (ωB97M-V/def2-TZVPD).

Each line ends with the Löwdin charge.
CARTESIAN COORDINATES (ANGSTROEM)
C (1.166, 1.734, -0.438)  -0.11
O (0.021, 0.956, -0.527)  -0.15
C (-0.332, 0.238, 0.577)  -0.48
C (0.765, -0.779, 0.984)  -0.48
Cl (1.476, -1.709, -0.372)  0.58
O (-1.616, -0.325, 0.383)  -0.12
C (-1.772, -1.158, -0.708)  -0.14
H (2.113, 1.190, -0.338)  0.08
H (1.167, 2.325, -1.405)  0.12
H (1.067, 2.427, 0.422)  0.10
H (-0.458, 0.932, 1.414)  0.16
H (1.633, -0.191, 1.373)  0.08
H (0.292, -1.517, 1.712)  0.11
H (-1.445, -2.184, -0.537)  0.07
H (-1.228, -0.722, -1.552)  0.09
H (-2.850, -1.216, -0.988)  0.10

SMILES ... COC(CCl)OC
Spin multiplicity ... 1
E_LUMO ... 0.8593 eV
HOMO-LUMO gap ... 10.8 eV
HOMO energy ... -9.94 eV
E_tot ... -768.4347 a.u.
ΔE to the lowest compared entry with this formula, charge and spin ... 97.6 kJ/mol

# 2
Entry from OMol25: a single C4H8O2 molecule (ωB97M-V/def2-TZVPD).

Each line ends with the Löwdin charge.
CARTESIAN COORDINATES (ANGSTROEM)
C (-0.113, 0.791, -1.355)  0.00
C (0.433, -0.120, -0.268)  -0.49
O (1.306, -1.075, -0.817)  0.01
C (0.634, 0.244, 1.197)  -0.01
C (-0.550, -0.566, 0.776)  -0.32
O (-1.789, 0.065, 0.885)  0.00
H (0.663, 1.089, -2.067)  0.08
H (-0.610, 1.679, -0.961)  0.08
H (-0.865, 0.228, -1.927)  0.09
H (1.984, -1.248, -0.155)  0.09
H (1.340, -0.317, 1.814)  0.11
H (0.499, 1.265, 1.541)  0.11
H (-0.524, -1.628, 1.022)  0.15
H (-2.408, -0.407, 0.315)  0.10

SMILES ... C[C@@]1(O)C[C@H]1O
Spin multiplicity ... 1
E_LUMO ... 0.8320 eV
HOMO-LUMO gap ... 9.9 eV
HOMO energy ... -9.06 eV
E_tot ... -307.6397 a.u.
ΔE to the lowest compared entry with this formula, charge and spin ... 190.9 kJ/mol

# 3
Entry from OMol25: 2 unconnected molecules or ions with the total composition C2H2FO4P at a distorted geometry (ωB97M-V/def2-TZVPD).

Each line ends with the Löwdin charge.
CARTESIAN COORDINATES (ANGSTROEM)
C (-3.512, 0.384, -0.380)  0.06
C (0.422, -0.306, 0.035)  -0.37
O (2.751, -1.507, 0.566)  -0.51
O (2.287, -0.028, -1.478)  -0.48
O (2.781, 1.048, 0.813)  -0.49
O (-0.459, 0.509, 0.061)  -0.12
F (-3.700, 1.628, 0.190)  -0.14
P (2.303, -0.158, 0.047)  -0.03
H (-3.095, -0.223, 0.460)  0.04
H (0.221, -1.348, -0.314)  0.04

Spin multiplicity ... 3
Total charge ... -2
E_LUMO (spin up / spin down) ... 5.8253 / 3.7286 eV
HOMO-LUMO gap (spin up / spin down) ... 5.2 / 3.1 eV
HOMO energy (spin up / spin down) ... 0.64 / 0.64 eV
E_tot ... -819.4565 a.u.

# 4
Entry from OMol25: 4 unconnected molecules or ions with the total composition C25H35F3O8 (ωB97M-V/def2-TZVPD).

Each line ends with the Löwdin charge.
CARTESIAN COORDINATES (ANGSTROEM)
C (3.020, 0.033, -1.658)  0.16
C (1.979, 0.135, -1.079)  -0.07
C (0.976, 0.395, -0.103)  -0.16
C (0.333, 1.622, -0.118)  0.00
C (-0.619, 1.943, 0.821)  -0.03
C (-0.943, 1.027, 1.793)  0.00
C (-0.340, -0.208, 1.806)  -0.09
C (0.628, -0.547, 0.868)  -0.03
C (1.250, -1.896, 0.961)  -0.26
O (2.377, -2.147, 0.611)  0.15
C (0.388, -2.935, 1.588)  0.00
C (0.581, -4.397, 1.235)  -0.58
F (-0.619, -4.982, 1.031)  0.14
F (1.312, -4.591, 0.148)  0.18
F (1.161, -5.060, 2.252)  0.15
C (-0.537, -2.600, 2.485)  0.11
C (-0.748, -1.186, 2.846)  -0.32
O (-1.239, -0.859, 3.898)  0.13
H (3.937, -0.066, -2.171)  0.04
H (0.577, 2.337, -0.885)  0.11
H (-1.105, 2.902, 0.809)  0.11
H (-1.677, 1.273, 2.544)  0.12
H (-1.135, -3.367, 2.949)  0.14
C (1.148, 2.621, -4.185)  -0.10
O (-0.005, 2.227, -3.460)  -0.21
C (-1.174, 2.951, -3.807)  -0.20
C (-2.078, 2.163, -4.728)  -0.21
O (-1.493, 1.951, -6.002)  -0.19
C (-0.941, 0.655, -6.157)  -0.11
H (1.918, 1.872, -4.007)  0.08
H (0.949, 2.681, -5.257)  0.09
H (1.512, 3.591, -3.828)  0.09
H (-0.916, 3.914, -4.258)  0.13
H (-1.717, 3.147, -2.875)  0.11
H (-2.995, 2.742, -4.883)  0.12
H (-2.354, 1.211, -4.264)  0.13
H (-1.736, -0.089, -6.280)  0.09
H (-0.315, 0.377, -5.305)  0.08
H (-0.327, 0.663, -7.056)  0.09
C (4.314, -4.078, 6.332)  -0.11
O (4.776, -2.859, 5.778)  -0.19
C (6.104, -2.933, 5.283)  -0.21
C (6.137, -3.096, 3.779)  -0.21
O (5.591, -4.339, 3.370)  -0.19
C (4.257, -4.238, 2.901)  -0.11
H (3.238, -3.988, 6.476)  0.09
H (4.512, -4.924, 5.671)  0.08
H (4.784, -4.260, 7.305)  0.09
H (6.650, -3.751, 5.764)  0.13
H (6.602, -1.995, 5.548)  0.12
H (7.180, -3.072, 3.445)  0.12
H (5.610, -2.267, 3.298)  0.13
H (4.235, -3.776, 1.908)  0.08
H (3.632, -3.656, 3.583)  0.08
H (3.852, -5.246, 2.828)  0.09
C (-5.800, 2.148, -2.768)  -0.11
O (-6.356, 2.438, -1.499)  -0.19
C (-5.547, 1.986, -0.424)  -0.20
C (-4.711, 3.100, 0.167)  -0.20
O (-3.739, 3.579, -0.753)  -0.21
C (-4.117, 4.787, -1.392)  -0.11
H (-6.359, 2.706, -3.518)  0.09
H (-4.749, 2.443, -2.818)  0.07
H (-5.887, 1.078, -2.987)  0.09
H (-4.901, 1.164, -0.747)  0.13
H (-6.220, 1.601, 0.349)  0.13
H (-4.169, 2.710, 1.035)  0.12
H (-5.353, 3.917, 0.509)  0.13
H (-4.030, 5.631, -0.699)  0.09
H (-5.138, 4.738, -1.777)  0.09
H (-3.434, 4.948, -2.226)  0.08

SMILES ... C#Cc1cccc2c1C(=O)C(C(F)(F)F)=CC2=O.COCCOC.COCCOC.COCCOC
Spin multiplicity ... 1
E_LUMO ... -1.4437 eV
HOMO-LUMO gap ... 7.6 eV
HOMO energy ... -9.04 eV
E_tot ... -1874.9244 a.u.
ΔE to the lowest compared entry with this formula, charge and spin ... 0.0 kJ/mol

# 5
Entry from OMol25: 2 unconnected molecules or ions with the total composition C6H5FOS at a distorted geometry (ωB97M-V/def2-TZVPD).

Each line ends with the Löwdin charge.
CARTESIAN COORDINATES (ANGSTROEM)
C (2.343, 0.192, -0.026)  -0.07
C (1.744, -1.081, -0.041)  -0.08
C (1.538, 1.255, 0.234)  -0.03
C (0.371, -1.293, 0.125)  -0.09
C (0.186, 1.047, 0.440)  -0.31
C (-0.381, -0.162, 0.252)  0.06
O (-4.534, -0.438, -0.850)  -0.58
F (-0.477, 2.207, 0.707)  0.03
S (-3.551, -0.169, 0.430)  0.66
H (3.414, 0.153, -0.188)  0.11
H (2.244, -1.990, -0.131)  0.08
H (1.839, 2.290, 0.416)  0.13
H (-0.049, -2.238, 0.119)  0.08
H (-4.687, 0.226, -1.487)  0.00

Spin multiplicity ... 1
E_LUMO (spin up / spin down) ... -2.4564 / -2.4560 eV
HOMO-LUMO gap (spin up / spin down) ... 6.0 / 6.0 eV
HOMO energy (spin up / spin down) ... -8.42 / -8.42 eV
E_tot ... -804.7285 a.u.
ΔE to the lowest compared entry with this formula, charge and spin ... 366.8 kJ/mol

# 6
Entry from OMol25: a molecular structure, C33H29IN8PPbS (ωB97M-V/def2-TZVPD).

Each line ends with the Löwdin charge.
CARTESIAN COORDINATES (ANGSTROEM)
Pb (-0.304, 0.185, 0.428)  1.17
N (1.259, 2.428, 3.845)  0.14
C (0.834, 1.444, 3.051)  -0.82
S (-0.826, 1.520, 2.514)  0.70
N (1.712, 0.527, 2.707)  0.04
N (1.178, -0.474, 1.957)  -0.13
C (1.430, -1.717, 2.185)  -0.14
C (2.261, -2.206, 3.296)  -0.19
C (1.743, -3.167, 4.167)  -0.03
C (2.509, -3.617, 5.230)  -0.04
C (3.801, -3.135, 5.404)  -0.03
C (4.323, -2.189, 4.529)  -0.04
C (3.552, -1.707, 3.485)  -0.02
C (0.741, -2.690, 1.272)  -0.21
C (1.101, -4.025, 1.225)  0.04
C (0.401, -4.872, 0.373)  0.02
C (-0.630, -4.368, -0.403)  0.01
C (-0.912, -3.016, -0.320)  -0.10
N (-0.236, -2.206, 0.499)  -0.02
H (0.633, 3.137, 4.188)  0.12
H (2.200, 2.385, 4.208)  0.14
H (0.735, -3.545, 4.036)  0.13
H (2.103, -4.343, 5.921)  0.12
H (4.403, -3.497, 6.227)  0.12
H (5.332, -1.825, 4.667)  0.12
H (3.953, -0.957, 2.817)  0.11
H (1.911, -4.388, 1.842)  0.14
H (0.664, -5.922, 0.321)  0.14
H (-1.206, -5.001, -1.064)  0.13
H (-1.701, -2.572, -0.921)  0.11
N (-1.134, -0.020, -2.772)  -0.07
P (-1.939, 0.748, -1.521)  0.94
C (-3.633, 0.308, -1.606)  -0.37
C (-4.402, 0.915, -2.609)  -0.06
C (-5.735, 0.563, -2.728)  -0.02
C (-6.295, -0.352, -1.839)  -0.01
C (-5.534, -0.933, -0.831)  -0.03
C (-4.195, -0.606, -0.709)  -0.08
C (-1.678, 2.492, -1.624)  -0.40
C (-0.862, 3.039, -2.615)  -0.07
C (-0.668, 4.412, -2.651)  -0.04
C (-1.277, 5.223, -1.702)  -0.04
C (-2.090, 4.676, -0.712)  -0.04
C (-2.292, 3.306, -0.665)  -0.09
C (0.147, -0.593, -2.744)  -0.35
C (0.658, -1.234, -3.874)  0.03
C (1.902, -1.809, -3.787)  0.01
C (2.617, -1.759, -2.580)  -0.01
C (2.035, -1.129, -1.515)  -0.14
N (0.817, -0.533, -1.603)  -0.03
H (-1.712, -0.280, -3.562)  0.14
H (-3.977, 1.658, -3.275)  0.12
H (-6.343, 1.014, -3.500)  0.13
H (-7.343, -0.606, -1.930)  0.13
H (-5.988, -1.632, -0.140)  0.13
H (-3.599, -1.053, 0.081)  0.10
H (-0.390, 2.407, -3.358)  0.11
H (-0.051, 4.852, -3.425)  0.13
H (-1.125, 6.294, -1.739)  0.12
H (-2.573, 5.320, 0.010)  0.13
H (-2.945, 2.891, 0.098)  0.12
H (0.080, -1.271, -4.789)  0.14
H (2.325, -2.307, -4.651)  0.14
H (3.598, -2.203, -2.483)  0.13
H (2.528, -1.072, -0.549)  0.12
I (2.249, 6.109, 0.106)  1.01
C (2.036, 4.108, -0.204)  -0.77
C (2.820, 3.276, -0.971)  -0.09
N (2.280, 2.046, -0.907)  0.03
N (1.176, 2.025, -0.127)  -0.08
C (1.034, 3.282, 0.304)  -0.22
H (3.710, 3.467, -1.552)  0.14
H (2.597, 1.219, -1.379)  0.13
H (0.209, 3.554, 0.943)  0.08

Spin multiplicity ... 1
Total charge ... +3
E_LUMO ... -9.8516 eV
HOMO-LUMO gap ... 6.0 eV
HOMO energy ... -15.86 eV
E_tot ... -2942.1700 a.u.
ΔE to the lowest compared entry with this formula, charge and spin ... 14.6 kJ/mol